{"formula": "C44H25Cl3N11O4S2SiW", "method": "ωB97M-V with the def2-TZVPD basis set", "charge": -1, "e_above_lowest_kcal_mol": 52.62, "lumo_energy_ev": [1.15, 0.67], "spin_multiplicity": 3, "homo_ev": [-3.63, -4.01], "homo_lumo_gap_ev": [4.784, 4.683], "elements": ["W", "Cl", "Cl", "Cl", "S", "S", "Si", "O", "O", "O", "O", "N", "N", "N", "N", "N", "N", "N", "N", "N", "N", "N", "C", "C", "C", "C", "C", "C", "C", "C", "C", "C", "C", "C", "C", "C", "C", "C", "C", "C", "C", "C", "C", "C", "C", "C", "C", "C", "C", "C", "C", "C", "C", "C", "C", "C", "C", "C", "C", "C", "C", "C", "C", "C", "C", "C", "H", "H", "H", "H", "H", "H", "H", "H", "H", "H", "H", "H", "H", "H", "H", "H", "H", "H", "H", "H", "H", "H", "H", "H", "H"], "positions_angstrom": [[-0.66178, 0.71504, 0.13598], [3.36879, 1.63502, 1.77640], [0.98408, 1.57185, 3.91193], [0.84831, -2.18114, 4.15254], [0.41909, -1.52659, 1.96863], [2.49974, 2.56969, -1.68779], [1.38064, 0.99469, 1.95693], [-0.67872, -0.66739, 2.42947], [1.76103, -0.71324, 2.02564], [0.38868, -2.88253, 1.54171], [0.21018, -0.90391, 0.28243], [-2.55683, -0.08172, 0.64045], [-2.61241, -1.92777, -0.97351], [-3.07083, 1.08556, 2.72300], [-0.37749, 4.23021, 0.50365], [-1.26407, -0.09495, -1.72788], [-1.49121, 2.25050, 1.32771], [2.03642, 0.95400, -1.29980], [-0.27082, 1.35418, -3.37276], [-0.50284, 2.43113, -1.16386], [1.66505, -1.76617, -2.25833], [4.27834, 0.27215, -1.61316], [-4.95759, -2.86707, 0.76734], [-1.71265, -3.19837, -3.64576], [6.86137, 2.65800, -0.47695], [-5.94187, -3.03917, 1.70982], [-0.33614, 2.42719, -2.55008], [-0.50356, -2.48843, -5.62480], [2.56786, -1.38924, -1.36015], [-4.12275, -1.75071, 0.90108], [2.93876, 0.05550, -1.38452], [-0.38009, 3.75121, -0.76464], [-6.10898, -2.12357, 2.77507], [6.11178, 3.81991, -0.39778], [4.17473, 2.62412, -1.16072], [-4.28965, -0.84622, 1.95026], [1.34585, -3.05202, -2.28932], [-1.07889, 4.00366, 2.82121], [1.89641, -3.99970, -1.43963], [-1.22685, -3.45750, -4.91470], [4.76097, 3.79725, -0.71803], [-0.60021, 5.12854, 3.47183], [-2.29098, 3.25539, 4.77913], [-5.29476, -1.02749, 2.90903], [-0.25387, -1.23772, -5.08807], [0.14358, 5.63796, -4.41874], [-0.66996, 0.20230, -2.96433], [-1.80375, 4.36945, 5.44243], [-2.19022, 2.02180, 2.50299], [3.19896, -2.25666, -0.47777], [6.26824, 1.46634, -0.87342], [0.00917, 4.28471, -4.30592], [-1.90503, 3.09118, 3.45929], [2.83882, -3.59329, -0.51043], [-3.29059, 0.15660, 1.78898], [0.11576, 6.48687, -3.27475], [-0.87971, 3.51654, 1.45501], [-0.17765, 4.58287, -1.88092], [-0.72952, -0.98955, -3.80950], [-1.43470, -1.95231, -3.10277], [-3.03405, -1.27138, 0.10762], [-0.15356, 3.74324, -3.01271], [4.92924, 1.45564, -1.22124], [-1.79853, -1.35518, -1.81841], [-0.04571, 5.98074, -2.01686], [-0.97019, 5.29316, 4.79727], [-4.81513, -3.56426, -0.04294], [1.56616, -5.02545, -1.48839], [0.04393, 5.83210, 2.96583], [0.03493, 3.63674, -5.16940], [3.25831, -4.29099, 0.20056], [0.29874, -0.48319, -5.62725], [6.84283, 0.55232, -0.91261], [3.89563, -1.88030, 0.25813], [-2.27386, -3.93043, -3.08552], [4.15837, 4.68938, -0.63342], [-6.60120, -3.89448, 1.64564], [6.57054, 4.74074, -0.06926], [-2.06124, 4.52707, 6.48093], [-1.40690, -4.42101, -5.37106], [-0.13504, -2.72774, -6.61244], [0.22436, 7.55461, -3.41344], [-5.40709, -0.32923, 3.72443], [-6.89388, -2.30037, 3.49784], [4.84010, -0.56876, -1.62454], [-0.60076, 6.14639, 5.35184], [-0.06371, 6.61807, -1.14695], [0.27292, 6.08434, -5.39549], [7.91078, 2.66986, -0.21719], [-2.92364, 2.52843, 5.26494], [0.60390, -3.33662, -3.02359]]}

{"formula": "C17H30BCl3F4INO5", "method": "ωB97M-V with the def2-TZVPD basis set", "charge": 0, "lumo_energy_ev": -1.99, "spin_multiplicity": 1, "homo_ev": -10.18, "homo_lumo_gap_ev": 8.194, "elements": ["I", "Cl", "Cl", "Cl", "F", "F", "F", "F", "O", "O", "O", "O", "O", "N", "C", "C", "C", "C", "C", "C", "C", "C", "C", "C", "C", "C", "C", "C", "C", "C", "C", "B", "H", "H", "H", "H", "H", "H", "H", "H", "H", "H", "H", "H", "H", "H", "H", "H", "H", "H", "H", "H", "H", "H", "H", "H", "H", "H", "H", "H", "H", "H"], "positions_angstrom": [[4.04701, 3.28097, -0.09075], [-1.20771, -2.90077, 2.37291], [0.47275, -0.71813, 2.94386], [3.50169, 0.67439, 2.44813], [-2.24657, 3.39056, 0.98574], [-1.67250, 5.46758, 1.92908], [-3.42276, 4.20693, 2.84450], [-3.68713, 5.22844, 0.75913], [-7.20693, -1.70219, -0.19553], [5.52145, -2.23364, -3.33149], [-3.77426, -1.04838, -1.51348], [-1.44357, -0.39194, -1.50147], [3.70121, -3.02578, -2.20664], [2.73562, 0.32861, 0.94594], [-2.82320, -0.02763, -1.16367], [2.10797, 4.34516, 2.19496], [0.88660, 0.41259, -0.80481], [0.68114, -4.36393, 1.01528], [-0.65587, 0.23017, -0.46230], [2.22962, -1.08463, 0.66230], [1.19010, 3.78669, 1.00451], [-6.30957, -1.27563, -1.24637], [1.43892, -2.14321, -1.80027], [1.94856, 2.73185, 0.02304], [4.87924, -2.18493, -2.26520], [-4.88155, -0.88534, -0.56447], [1.64739, 1.20679, 0.40924], [2.59626, -2.36273, -2.92259], [1.84994, -0.90709, -0.87828], [1.30785, -1.82862, 1.71457], [0.17219, -2.82041, 1.11312], [-2.76104, 4.57433, 1.63050], [1.06432, 0.87311, -1.84693], [0.24767, 3.35490, 1.47832], [3.18892, -1.73520, 0.64980], [1.99764, -2.49252, 2.36001], [2.27327, -3.07773, -3.75008], [2.69198, 5.28886, 1.88226], [1.40187, 4.70507, 3.03604], [-6.13940, -2.06463, -2.04589], [5.15531, -1.56015, -1.35454], [-5.00848, 0.21221, -0.23137], [-1.09196, 1.28956, -0.29823], [-0.81550, -0.33904, 0.51339], [-3.11232, 1.00406, -1.58537], [-4.69010, -1.49359, 0.39989], [0.49294, -4.93063, 1.98721], [0.45650, -1.95591, -2.36361], [-2.87257, 0.07934, -0.01110], [0.75284, 1.34184, 1.12978], [2.90418, -1.38746, -3.42436], [2.73288, -0.46454, -1.48841], [2.79478, 3.57134, 2.67677], [0.84650, 4.69880, 0.38908], [1.50002, 2.93575, -1.01978], [3.55733, 0.34525, 0.29718], [-0.01278, -4.84927, 0.23326], [-6.68821, -0.28182, -1.69922], [1.76271, -4.42320, 0.65427], [-0.33983, -2.45774, 0.16284], [-7.21701, -1.00069, 0.49195], [1.34366, -3.14603, -1.27265]]}

{"formula": "C2H6O2S2", "method": "ωB97M-V with the def2-TZVPD basis set", "charge": 0, "e_above_lowest_kcal_mol": 11.66, "smiles": "O=CO.CSS", "lumo_energy_ev": 0.31, "spin_multiplicity": 1, "homo_ev": -8.42, "homo_lumo_gap_ev": 8.736, "elements": ["S", "S", "O", "O", "C", "C", "H", "H", "H", "H", "H", "H"], "positions_angstrom": [[-1.42639, 0.97371, 0.73890], [-1.34601, -0.69124, -0.50782], [1.36073, 0.71475, -1.15673], [2.70246, 0.12869, 0.52295], [-0.63970, -1.81310, 0.74999], [2.54868, 0.41339, -0.64262], [-0.18884, -2.63669, 0.24415], [3.43388, 0.40747, -1.28746], [0.06212, -1.25399, 1.36428], [-2.15623, 1.68348, -0.13351], [-1.44869, -2.04325, 1.43388], [0.83763, 0.98542, -0.37524]]}

{"formula": "C26H51BrIN5O5S2", "method": "ωB97M-V with the def2-TZVPD basis set", "charge": 0, "lumo_energy_ev": -1.36, "spin_multiplicity": 1, "homo_ev": -7.07, "homo_lumo_gap_ev": 5.708, "elements": ["I", "Br", "S", "S", "O", "O", "O", "O", "O", "N", "N", "N", "N", "N", "C", "C", "C", "C", "C", "C", "C", "C", "C", "C", "C", "C", "C", "C", "C", "C", "C", "C", "C", "C", "C", "C", "C", "C", "C", "C", "H", "H", "H", "H", "H", "H", "H", "H", "H", "H", "H", "H", "H", "H", "H", "H", "H", "H", "H", "H", "H", "H", "H", "H", "H", "H", "H", "H", "H", "H", "H", "H", "H", "H", "H", "H", "H", "H", "H", "H", "H", "H", "H", "H", "H", "H", "H", "H", "H", "H", "H"], "positions_angstrom": [[5.86380, 3.18813, 2.00241], [4.64463, 6.75908, 1.41058], [-1.65844, 1.49011, 0.78305], [-1.34151, 3.44996, -1.36508], [2.10213, 5.77171, 1.85029], [7.09220, -0.43425, 4.89656], [6.77563, 1.28415, 3.61508], [8.71468, 0.94307, 4.52491], [3.20926, 1.64147, 3.14843], [4.20758, -0.52160, 1.07445], [4.96389, 1.58076, -0.34384], [3.69939, 1.79568, 0.33720], [7.54406, 0.58561, 4.36460], [-2.51753, 1.05607, -1.78171], [2.60252, 0.63831, 2.38487], [-4.74854, 1.44531, -0.65169], [0.85562, 0.78613, -0.08677], [-3.08268, -1.94671, 2.40360], [-3.93814, 1.40563, -1.95220], [3.83488, 2.99129, 1.27595], [-1.17004, -1.32340, -3.85146], [1.22927, -3.28975, -0.85079], [-5.81584, 0.34773, -0.58149], [-4.38040, -1.75288, 1.58399], [2.12409, -0.09255, 0.02127], [-2.21184, -0.20298, -3.92618], [1.16852, -4.51026, 0.09070], [3.36246, 4.22531, 0.47473], [-1.85200, 1.03509, -3.10930], [-1.18600, -1.99757, -2.47831], [-5.29477, -1.09096, -0.70091], [-0.37284, 0.20911, 0.58305], [-1.86839, 1.98720, -0.93652], [0.78945, -3.59489, -2.27786], [3.17986, 0.47128, 0.97096], [-2.89124, -0.87160, 3.45664], [2.95642, 2.87144, 2.50865], [-0.72110, -3.45113, -2.47771], [3.16852, 5.48471, 1.29683], [-4.07024, -1.42954, 0.13060], [2.55917, -0.15797, -0.97248], [1.52694, 0.81270, 2.38831], [-2.15592, -1.90150, -2.00425], [-6.10843, -1.75704, -0.43799], [-0.49682, -1.44373, -1.84683], [-2.24802, -1.99267, 1.70688], [-0.16666, -0.19095, 1.56449], [4.81042, 0.86144, -1.04716], [1.06436, 1.73813, 0.40492], [-2.98419, 0.10895, 3.00298], [0.64855, -2.48424, -0.41391], [-4.94906, -0.96373, 2.06781], [-1.36559, -2.02138, -4.65984], [4.48576, -0.88784, 0.17691], [-3.16623, -0.62783, -3.63808], [-3.64293, -2.33924, -0.28960], [0.71732, -4.21729, 1.02870], [-4.91087, -2.69677, 1.60928], [2.78212, -0.29964, 2.88636], [2.17285, -4.85000, 0.30557], [-3.98235, 2.37022, -2.46356], [-1.03112, -3.98814, -3.36808], [5.13288, 2.42840, -0.87990], [-2.27996, 0.11619, -4.96093], [3.21390, 3.63423, 3.22373], [-5.24072, 2.40951, -0.59793], [1.89664, 2.93084, 2.24548], [3.05157, 2.08086, -0.39671], [2.25585, -2.93689, -0.87633], [-3.62896, -1.00034, 4.23778], [-3.29102, -0.68223, 0.07140], [1.87646, -1.07237, 0.40466], [0.67456, 1.04123, -1.12136], [-6.54713, 0.55897, -1.35448], [-3.11162, -2.91456, 2.89224], [1.26752, -2.88282, -2.94810], [-4.40689, 0.67577, -2.59676], [-1.19485, -3.94417, -1.62953], [0.62309, -5.33740, -0.34339], [1.12172, -4.59511, -2.52995], [2.36932, 4.01760, 0.07002], [-0.18471, -0.89540, -4.02202], [5.00890, -0.19813, 1.61181], [4.01452, 4.43428, -0.36809], [-6.29040, 0.44545, 0.39074], [-2.19151, 1.90644, -3.66947], [-0.80535, -0.54878, -0.06016], [-1.90839, -0.91584, 3.91574], [-4.12771, 1.37737, 0.23279], [-5.04518, -1.27360, -1.74419], [-0.77912, 1.13474, -3.01519]]}

Number 1: electronic energy -5128.9314 Eh. Number 2: electronic energy -3199.1920 Eh. Number 3: electronic energy -1026.6440 Eh. Number 4: electronic energy -5339.0358 Eh.